{
  "formula": "C23H26N2O3",
  "method": "ωB97M-V/def2-TZVPD",
  "smiles": "CCCCCC(=O)Nc1c(-c2ccc(OC)cc2)c(=O)c2ccccc2n1C",
  "homo_lumo_gap_ev": 8.354,
  "mol_weight_g_mol": 378.47,
  "e_homo_ha": -0.2861,
  "relative_energy_kj_mol": 167.93,
  "species": ["C", "C", "C", "C", "C", "C", "O", "N", "C", "C", "C", "C", "C", "C", "O", "C", "C", "C", "C", "O", "C", "C", "C", "C", "C", "C", "N", "C", "H", "H", "H", "H", "H", "H", "H", "H", "H", "H", "H", "H", "H", "H", "H", "H", "H", "H", "H", "H", "H", "H", "H", "H", "H", "H"],
  "xyz": [[3.881, 2.660, 3.956], [2.942, 2.314, 2.808], [1.599, 1.785, 3.308], [0.692, 1.381, 2.146], [-0.649, 0.840, 2.638], [-1.529, 0.152, 1.608], [-2.398, -0.627, 1.922], [-1.291, 0.519, 0.308], [-1.789, -0.161, -0.822], [-0.898, -0.650, -1.734], [0.552, -0.606, -1.461], [1.431, 0.012, -2.348], [2.781, 0.054, -2.080], [3.297, -0.533, -0.922], [4.642, -0.414, -0.740], [5.224, -1.015, 0.389], [2.430, -1.181, -0.049], [1.073, -1.214, -0.324], [-1.356, -1.238, -2.982], [-0.613, -1.548, -3.905], [-2.807, -1.471, -3.019], [-3.342, -2.207, -4.079], [-4.688, -2.479, -4.146], [-5.524, -2.024, -3.132], [-5.023, -1.290, -2.079], [-3.657, -0.988, -2.010], [-3.139, -0.225, -0.981], [-4.024, 0.544, -0.135], [4.828, 3.035, 3.575], [4.080, 1.781, 4.566], [3.440, 3.424, 4.592], [3.409, 1.561, 2.168], [2.774, 3.203, 2.195], [1.771, 0.918, 3.950], [1.108, 2.552, 3.911], [1.208, 0.617, 1.559], [0.538, 2.258, 1.511], [-0.486, 0.108, 3.433], [-1.241, 1.649, 3.076], [-0.410, 0.980, 0.127], [1.045, 0.457, -3.251], [3.469, 0.535, -2.756], [6.290, -0.806, 0.319], [4.835, -0.588, 1.320], [5.068, -2.098, 0.395], [2.795, -1.670, 0.841], [0.411, -1.734, 0.354], [-2.653, -2.553, -4.835], [-5.093, -3.048, -4.968], [-6.579, -2.251, -3.162], [-5.692, -0.976, -1.295], [-3.475, 1.385, 0.285], [-4.848, 0.933, -0.732], [-4.409, -0.060, 0.688]],
  "nbo_charge": [-0.601, -0.388, -0.387, -0.408, -0.492, 0.699, -0.603, -0.659, 0.438, -0.264, -0.102, -0.148, -0.258, 0.310, -0.492, -0.251, -0.341, -0.137, 0.586, -0.617, -0.210, -0.136, -0.239, -0.173, -0.278, 0.261, -0.378, -0.413, 0.211, 0.200, 0.202, 0.194, 0.196, 0.195, 0.196, 0.215, 0.196, 0.234, 0.231, 0.430, 0.229, 0.225, 0.201, 0.170, 0.178, 0.220, 0.209, 0.239, 0.216, 0.215, 0.219, 0.221, 0.209, 0.228]
}